Molecular formula: C19H15ClN2O2Tc
Method: DFT, the ωB97M-V functional and the def2-TZVPD basis

Geometry as ORCA input:
```
! RIJCOSX wB97M-V def2-TZVPD def2/J DEFGRID3
* xyz 2 4
Tc 0.01 0.02 0.20
C 2.29 1.50 1.52
N 1.08 1.60 0.64
C 0.68 2.76 0.11
C -0.42 2.69 -0.71
C -1.22 3.57 -1.45
C -2.23 2.81 -2.03
C -2.04 1.49 -1.65
N -0.94 1.39 -0.85
C 2.50 2.75 2.32
C 1.70 3.01 3.44
C 1.86 4.19 4.15
C 2.82 5.11 3.75
C 3.62 4.86 2.64
C 3.45 3.68 1.93
H 3.15 1.30 0.87
H 2.13 0.63 2.17
H 1.22 3.68 0.35
H -1.06 4.64 -1.55
H -3.02 3.17 -2.67
H -2.63 0.62 -1.91
H 0.97 2.28 3.76
H 1.25 4.38 5.02
H 2.95 6.03 4.31
H 4.37 5.57 2.34
H 4.09 3.47 1.07
Cl -0.92 -6.87 2.43
C -0.81 -5.19 2.13
C -1.36 -4.29 3.05
C -1.30 -2.92 2.86
C -0.69 -2.43 1.73
O -0.62 -1.08 1.57
C -0.13 -3.31 0.77
C 0.48 -2.85 -0.40
O 0.58 -1.62 -0.74
C -0.20 -4.71 1.00
H -1.84 -4.68 3.94
H -1.73 -2.23 3.59
H 0.92 -3.55 -1.11
H 0.22 -5.39 0.27
*
```

HOMO-LUMO gap (alpha / beta) = 0.207 / 0.196 Ha
DFT total energy = -1533.36959 Ha
ΔE to the lowest compared entry with this formula, charge and spin = 0.133 eV

---

Molecular formula: C19H15DyNS4
Method: DFT, the ωB97M-V functional and the def2-TZVPD basis

Geometry as ORCA input:
```
! RIJCOSX wB97M-V def2-TZVPD def2/J DEFGRID3
* xyz 1 6
Dy 0.15 -2.06 -0.25
S -0.60 -3.46 -2.33
C -0.54 -1.96 -3.28
C -1.61 -1.71 -4.14
C -1.59 -0.66 -5.04
C -0.48 0.18 -5.11
C 0.59 -0.04 -4.26
C 0.56 -1.07 -3.33
S 2.00 -1.25 -2.26
C 2.05 0.45 -1.53
C 2.40 0.50 -0.06
C 3.23 1.51 0.39
C 3.39 1.68 1.76
C 2.70 0.85 2.62
C 1.90 -0.16 2.10
C 1.20 -1.07 3.06
S -0.40 -1.84 2.59
C -1.60 -0.51 2.57
C -2.24 -0.30 3.80
C -3.22 0.66 3.93
C -3.56 1.43 2.83
C -2.95 1.22 1.61
C -1.96 0.25 1.44
S -1.30 0.09 -0.19
N 1.77 -0.34 0.78
H -2.46 -2.37 -4.10
H -2.43 -0.50 -5.70
H -0.44 0.98 -5.83
H 1.46 0.60 -4.32
H 1.06 0.87 -1.66
H 2.77 1.02 -2.10
H 3.73 2.16 -0.31
H 4.03 2.46 2.14
H 2.78 0.97 3.69
H 1.02 -0.55 4.00
H 1.82 -1.94 3.29
H -1.97 -0.92 4.65
H -3.71 0.81 4.88
H -4.32 2.20 2.91
H -3.22 1.81 0.75
*
```

HOMO-LUMO gap (alpha / beta) = 0.211 / 0.280 Ha
DFT total energy = -3265.42599 Ha

---

Molecular formula: C19H15N2O5Ru
Method: DFT, the ωB97M-V functional and the def2-TZVPD basis

Geometry as ORCA input:
```
! RIJCOSX wB97M-V def2-TZVPD def2/J DEFGRID3
* xyz 0 2
Ru 0.00 0.07 0.00
O -2.32 3.19 -0.54
C -1.50 2.17 -0.23
O -1.31 1.24 -1.08
C -0.90 2.29 1.10
C -0.95 3.21 2.20
C -0.18 2.90 3.33
C 0.64 1.78 3.50
C 0.71 0.85 2.41
N -0.07 1.23 1.36
C 1.41 -0.44 2.12
O 2.20 -0.90 3.10
O 1.32 -1.11 1.07
H -2.65 3.00 -1.44
H -1.55 4.11 2.16
H -0.22 3.60 4.15
H 1.19 1.65 4.42
H 2.20 -0.32 3.86
N -1.55 -1.97 -0.18
C -0.59 -2.99 -0.88
C -0.66 -4.32 -0.63
C -0.03 -5.19 -1.56
C 0.67 -4.72 -2.62
C 0.88 -3.33 -2.87
C 0.27 -2.45 -2.05
C 0.66 -0.53 -2.53
C 0.45 0.02 -3.79
C 0.95 1.26 -4.13
C 1.67 2.04 -3.24
C 1.90 1.57 -1.96
C 1.41 0.32 -1.60
H -2.29 -2.67 -0.01
H -1.87 -1.55 0.70
H -1.25 -4.74 0.18
H -0.14 -6.26 -1.44
H 1.12 -5.42 -3.32
H 1.48 -3.00 -3.71
H -0.07 -0.55 -4.56
H 0.78 1.62 -5.14
H 2.05 3.01 -3.55
H 2.44 2.17 -1.24
O 0.02 -1.22 -1.46
*
```

HOMO-LUMO gap (alpha / beta) = 0.197 / 0.271 Ha
DFT total energy = -1313.23710 Ha
ΔE to the lowest compared entry with this formula, charge and spin = 9.648 eV

---

Molecular formula: C19H15N3NiO2
Method: DFT, the ωB97M-V functional and the def2-TZVPD basis

Geometry as ORCA input:
```
! RIJCOSX wB97M-V def2-TZVPD def2/J DEFGRID3
* xyz 0 3
Ni 11.74 3.36 9.74
O 9.67 3.40 13.18
C 10.14 3.24 12.08
N 11.42 3.19 11.67
C 12.40 3.31 12.64
O 12.23 3.52 13.80
C 13.75 3.34 12.05
C 14.86 3.22 12.89
C 16.12 2.92 12.30
C 16.25 2.76 10.92
C 15.11 2.99 10.18
N 13.91 3.18 10.73
C 9.14 3.05 10.94
C 7.85 2.82 11.27
C 6.91 2.70 10.30
C 7.33 2.80 8.94
C 8.65 3.13 8.71
N 9.55 3.22 9.69
H 14.71 3.26 13.95
H 16.91 2.74 13.04
H 17.24 2.57 10.55
H 15.10 2.85 9.13
H 7.56 2.70 12.29
H 5.83 2.54 10.51
H 6.56 2.76 8.16
H 8.98 3.26 7.67
C 12.05 3.14 7.90
C 12.18 3.26 6.44
C 11.01 3.52 5.71
C 11.09 3.35 4.33
C 12.33 3.13 3.71
C 13.53 2.97 4.48
C 13.36 3.01 5.83
H 12.83 2.38 8.21
H 11.15 2.40 7.92
H 10.02 3.72 6.14
H 10.19 3.21 3.74
H 12.34 3.01 2.64
H 14.51 2.71 4.08
H 14.24 2.78 6.52
*
```

HOMO-LUMO gap (alpha / beta) = 0.277 / 0.282 Ha
DFT total energy = -2556.03121 Ha